(1)
Density functional theory data (ωB97M-V/def2-TZVPD) for a single C12H17NO3 molecule.

Summary:
SMILES: C/C=C/C/C=C/CCC(=O)[C@H]1O[C@H]1C(N)=O
Gap between HOMO and LUMO (hartree): 0.37368
HOMO (eV): -9.35
Maximum force (eV/Å): 1.1
E_tot (Ha): -747.874128

```
33
Properties=species:S:1:pos:R:3:forces:R:3:mulliken_charge:R:1
C 1.7316 -3.7656 3.8096 0.0 0.1 0.0 -1.19
C 1.7132 -2.5132 2.9971 0.0 -0.2 0.1 -0.02
C 1.2131 -2.4184 1.7779 0.1 0.2 -0.1 -0.41
C 1.1797 -1.1657 0.9554 0.0 0.0 0.0 -0.42
C -0.2338 -0.7553 0.6741 0.2 0.1 0.1 -0.07
C -0.6955 0.4788 0.7826 -0.3 -0.1 0.0 -0.41
C -2.1157 0.8861 0.5351 0.1 0.1 0.0 -0.81
H -2.5625 1.1626 1.4961 -0.1 0.0 -0.1 0.40
H -2.6935 0.0470 0.1408 0.0 0.0 0.1 0.32
C -2.2375 2.1018 -0.3843 -0.2 0.1 0.2 -0.71
C -1.7942 1.9555 -1.8206 -0.1 0.0 0.0 0.49
O -1.9385 2.8528 -2.6165 -0.2 -0.1 0.0 -0.58
C -1.1278 0.6689 -2.2157 0.0 0.0 0.3 0.01
C 0.3078 0.6869 -2.5882 0.4 0.0 0.8 -0.05
O -0.6967 0.5443 -3.5405 -0.3 0.0 -1.1 -0.56
C 1.0986 1.9794 -2.5413 -0.2 -0.1 -0.4 0.11
O 1.9826 2.1461 -1.7296 0.2 -0.1 0.4 -0.64
N 0.7378 2.8629 -3.4827 0.0 0.2 -0.4 -0.34
H 1.1575 3.7772 -3.4895 0.0 -0.1 0.1 0.24
H -0.1001 2.6985 -4.0215 0.1 0.1 0.1 0.25
H 0.8920 -0.1999 -2.3559 0.0 0.1 0.0 0.55
H -1.5151 -0.2400 -1.7692 0.0 0.0 0.0 0.60
H -1.6447 2.9285 0.0226 0.0 0.0 0.0 0.29
H -3.2734 2.4521 -0.4080 0.1 0.1 -0.1 0.39
H -0.0308 1.2765 1.0855 0.2 0.1 0.1 0.29
H -0.8956 -1.5596 0.3753 -0.2 -0.1 -0.1 0.23
H 1.6873 -1.3566 0.0018 0.1 0.0 0.0 0.19
H 1.7093 -0.3577 1.4587 0.1 0.0 0.0 0.38
H 0.7679 -3.2872 1.3090 -0.1 -0.2 0.0 0.25
H 2.1555 -1.6448 3.4684 0.0 0.2 0.0 0.32
H 1.2823 -4.5921 3.2631 0.0 -0.1 0.0 0.30
H 2.7563 -4.0305 4.0696 0.0 -0.1 0.1 0.31
H 1.1830 -3.6193 4.7407 0.0 -0.1 0.1 0.31
```
Positions in Å, forces in eV/Å.

---

(2)
Density functional theory data (ωB97M-V/def2-TZVPD) for a molecular structure, C12H17O2.

Summary:
Gap between HOMO and LUMO (alpha / beta) (hartree): 0.29299 / 0.29302
Net charge: +1
HOMO (alpha / beta) (eV): -12.10 / -12.10
Maximum force (eV/Å): 7.7
E_tot (Ha): -617.497215

```
31
Properties=species:S:1:pos:R:3:forces:R:3:mulliken_charge:R:1
C 4.3772 0.8551 -0.3310 -1.0 -0.5 0.7 -0.69
C 3.2600 1.0601 -1.1183 -2.1 -1.8 1.2 -0.51
C 4.2204 -0.0281 0.7647 -0.4 -0.1 0.0 -0.30
C 2.0495 0.3066 -0.8149 4.0 1.0 0.9 -0.65
C 3.0733 -0.7502 1.0871 1.9 2.0 -1.7 -0.55
C 2.0110 -0.5914 0.2070 1.5 -0.4 1.5 0.62
C -3.4646 0.2318 -0.8547 0.4 -2.2 -0.5 -0.53
C -2.3702 -0.8495 -1.3847 -2.3 1.3 -0.1 -0.66
C -2.6190 1.3771 -0.3454 -2.7 0.0 1.0 -0.89
C -1.5510 -1.2886 -0.2174 -0.6 -2.9 -1.6 -0.54
C -1.9044 0.8997 0.8574 -0.9 -1.5 0.0 -0.45
C -0.2320 -0.6213 1.5555 5.6 0.4 -5.3 -0.54
O 1.0364 -1.4595 0.4415 -4.3 0.3 2.4 -0.55
O -0.9580 -0.1959 0.4119 1.1 2.9 1.4 0.14
H 5.3287 1.3559 -0.4560 -0.2 0.0 -0.2 0.41
H 3.1495 1.6981 -1.9513 0.5 0.8 -0.7 0.44
H 5.0357 -0.1879 1.4058 1.2 0.0 0.7 0.40
H 1.2105 0.3962 -1.3571 -2.7 0.5 -2.3 0.69
H 3.0665 -1.4207 1.9087 -0.2 -0.5 0.5 0.47
H -4.2776 0.3685 -1.6130 1.0 0.4 0.6 0.38
H -3.9456 -0.2251 0.0598 0.2 0.3 -1.1 0.26
H -2.9286 -1.6380 -1.9503 0.9 0.3 0.8 0.37
H -1.6805 -0.3419 -2.0724 -0.3 -0.2 -0.1 0.30
H -1.9018 1.7432 -1.0004 1.3 0.5 -1.6 0.39
H -3.2184 2.2599 -0.0957 0.0 -0.1 0.3 0.41
H -2.0052 -1.8345 0.5782 -1.4 -0.5 0.4 0.47
H -0.7400 -1.9444 -0.5046 0.3 0.2 -0.3 0.41
H -1.3328 1.6805 1.2301 1.6 1.1 1.0 0.45
H -2.4152 0.3317 1.6521 -0.7 0.9 -0.3 0.40
H 0.4389 0.1913 1.8636 -0.8 -0.5 0.7 0.40
H -0.7126 -1.3785 2.0437 -1.0 -1.7 1.8 0.45
```
Positions in Å, forces in eV/Å.

---

(3)
Density functional theory data (ωB97M-V/def2-TZVPD) for a molecular structure, C12H18AsF6KN3O9S.

Summary:
Gap between HOMO and LUMO (hartree): 0.29891
Net charge: -1
HOMO (eV): -6.34
Maximum force (eV/Å): 2.2
E_tot (Ha): -5142.769211

```
51
Properties=species:S:1:pos:R:3:forces:R:3:mulliken_charge:R:1
K -15.5950 -20.9694 -10.2186 -0.5 0.0 -0.6 0.96
As -14.5157 -20.4497 -13.8410 -0.3 1.1 -0.1 2.04
F -14.3343 -18.6988 -13.8788 -0.1 -0.6 0.0 -0.49
F -15.5657 -20.3318 -15.2289 0.6 -0.4 0.3 -0.49
F -14.6614 -22.1791 -13.7294 0.2 0.2 -0.1 -0.47
F -13.5759 -20.3973 -12.3282 -0.1 -0.4 -0.1 -0.52
F -15.9464 -20.3396 -12.8252 0.3 0.1 0.1 -0.55
F -13.0659 -20.6287 -14.7965 -0.5 0.0 0.3 -0.51
O -20.3418 -20.4316 -10.2280 0.2 -1.0 0.6 -0.26
C -19.0912 -21.0223 -10.2491 1.6 -1.1 -1.0 0.64
O -18.9370 -21.9938 -9.4346 -0.4 0.7 0.1 -0.89
O -18.2505 -20.6683 -11.0976 -0.6 0.6 0.9 -0.74
H -20.7489 -21.1021 -9.6338 -0.4 0.8 -0.2 0.20
C -21.4840 -17.1658 -10.0963 -0.6 -0.5 0.8 -0.20
N -21.7893 -16.3158 -8.9050 0.4 1.2 -0.8 0.94
O -21.7977 -15.1096 -9.0848 -0.1 0.2 -0.1 -0.60
O -22.0096 -16.8229 -7.8395 -0.2 -0.8 0.5 -0.57
H -22.4604 -17.4616 -10.4765 0.1 -0.1 -0.1 -0.03
H -20.9796 -18.0363 -9.6875 0.2 -0.1 -0.4 0.13
H -20.9489 -16.5978 -10.8436 0.2 0.1 0.2 0.29
C -22.8702 -23.1296 -4.7581 -0.2 -0.7 0.6 -0.37
C -21.5650 -22.3583 -4.6171 0.1 0.3 0.3 -0.28
O -21.2744 -21.9420 -5.9546 0.7 0.6 -0.4 -0.20
S -22.3223 -22.4168 -7.0302 -0.7 -0.4 -1.2 1.13
O -21.7194 -22.9121 -8.2277 0.0 -0.1 1.4 -0.50
O -23.3505 -21.4322 -7.2422 0.5 -0.6 1.0 -0.56
O -22.8313 -23.6537 -6.0807 -0.2 0.9 -1.2 -0.34
H -23.7550 -22.5111 -4.5971 0.1 0.1 -0.2 0.27
H -22.9294 -24.0089 -4.1177 0.1 0.2 0.1 0.30
H -20.7306 -22.9348 -4.2171 0.0 -0.3 -0.5 0.29
H -21.6215 -21.4770 -3.9784 -0.4 0.1 -0.2 0.28
N -17.1683 -22.2465 -7.4084 0.3 0.4 0.3 0.28
C -16.4239 -23.3554 -7.1272 -0.4 0.6 -0.5 -0.54
C -15.6075 -23.0542 -6.0575 -0.3 -0.7 -0.3 -0.53
C -15.8872 -21.7272 -5.6926 0.2 0.9 0.5 -0.58
C -16.8609 -21.2275 -6.5363 0.2 -1.1 -0.8 -0.53
H -17.8477 -22.1491 -8.1804 -0.3 -0.1 -0.2 0.26
H -16.5370 -24.1829 -7.8092 0.2 -0.3 0.4 0.45
H -14.9411 -23.7424 -5.5661 0.1 0.1 0.0 0.40
H -15.3561 -21.1922 -4.9193 -0.2 0.1 0.0 0.40
H -17.3329 -20.2807 -6.7366 0.1 0.2 0.5 0.48
N -24.4757 -20.2170 -10.6490 -0.4 0.1 -0.4 0.07
C -25.2410 -19.0881 -10.8339 0.1 0.1 0.3 -0.60
C -24.6469 -18.3251 -11.8048 1.0 -0.1 0.0 -0.44
C -23.4601 -19.0158 -12.1746 0.3 -0.6 -1.0 -0.42
C -23.4183 -20.2172 -11.5258 -0.3 0.4 0.9 -0.53
H -24.7180 -20.9590 -10.0195 0.1 0.0 0.1 0.22
H -26.0580 -18.8654 -10.1686 -0.1 -0.1 -0.1 0.37
H -24.8529 -17.3457 -12.2021 -0.5 0.0 0.3 0.40
H -22.7064 -18.7293 -12.8937 -0.2 0.2 -0.1 0.47
H -22.7032 -21.0201 -11.5364 0.1 0.0 0.0 0.50
```
Positions in Å, forces in eV/Å.

---

(4)
Density functional theory data (ωB97M-V/def2-TZVPD) for a molecular structure, C12H18BBr12F3O4S.

Summary:
Gap between HOMO and LUMO (hartree): 0.30727
HOMO (eV): -9.93
Maximum force (eV/Å): 0.6
E_tot (Ha): -32379.720457

```
51
Properties=species:S:1:pos:R:3:forces:R:3:mulliken_charge:R:1
C 3.6275 -3.4293 -0.3204 0.0 -0.1 0.3 -0.87
C 3.9368 -2.0181 0.0891 -0.1 -0.1 -0.6 0.80
O 4.1448 -1.6617 1.2105 0.1 0.1 0.3 -0.52
O 4.0182 -1.1432 -0.9654 0.0 0.1 0.1 -0.43
C 2.7555 -0.5283 -1.2995 0.1 -0.1 0.1 -0.14
C 2.3973 0.5744 -0.3110 -0.1 0.1 -0.1 -0.66
C 0.9017 0.9665 -0.2505 0.2 0.0 0.0 -0.14
C -0.0154 0.4563 -1.3666 -0.2 0.1 0.1 -0.29
C -1.4854 0.5993 -0.9337 0.2 -0.1 0.0 -0.62
B -1.9532 -0.3508 0.1862 0.0 0.3 0.0 0.15
S -1.3523 -2.1828 0.3477 0.0 0.0 0.0 0.81
O -1.9562 -2.8040 1.4964 0.0 0.0 0.0 -0.78
O 0.0739 -2.2434 0.1438 0.1 0.0 0.1 -0.47
C -2.1134 -3.0602 -1.1341 0.0 -0.1 -0.1 0.65
F -2.5958 -2.1187 -1.9660 0.0 -0.1 0.0 -0.25
F -1.1955 -3.7727 -1.7721 -0.1 0.1 0.1 -0.22
F -3.1100 -3.8497 -0.7606 0.1 0.1 -0.1 -0.21
H 2.7138 -3.4902 -0.9108 0.0 0.1 -0.1 0.26
H 4.4556 -3.8184 -0.9133 0.0 0.1 -0.1 0.33
H 3.5236 -4.0310 0.5775 -0.1 -0.1 0.0 0.21
H 2.9002 -0.1406 -2.3057 -0.1 0.0 0.0 0.29
H 1.9946 -1.3101 -1.3265 0.0 0.0 0.0 0.02
H 3.0041 1.4530 -0.5348 0.0 0.0 0.0 0.23
H 2.7129 0.2388 0.6754 0.0 0.0 0.0 0.15
H 0.8215 2.0553 -0.2493 0.0 0.0 0.2 0.28
H 0.5084 0.6435 0.7200 -0.1 -0.1 -0.1 0.24
H 0.1484 1.0287 -2.2823 0.0 0.0 0.0 0.52
H 0.1814 -0.5883 -1.5842 0.0 0.0 -0.1 0.23
H -2.1414 0.4099 -1.7977 -0.1 0.0 0.1 0.39
H -1.7005 1.6256 -0.6233 0.0 0.0 -0.1 -0.08
H -2.6706 -0.0678 1.0853 0.0 -0.1 0.0 -0.04
C -1.9069 5.3144 -1.6479 0.0 0.0 0.0 -0.34
Br -0.3230 4.2316 -1.8068 0.0 0.0 0.0 -0.02
Br -2.4190 6.0707 -3.3338 0.0 0.0 0.0 0.02
Br -3.3476 4.3267 -0.8446 0.0 0.0 0.0 -0.02
H -1.6677 6.1305 -0.9814 0.0 0.0 0.0 0.40
C 5.4001 -3.0092 3.7159 -0.1 0.1 0.0 0.15
Br 7.0971 -2.1136 3.7996 0.0 0.0 0.0 -0.04
Br 5.5128 -4.6344 2.7001 0.1 -0.1 0.0 -0.05
Br 4.6769 -3.3215 5.4696 0.0 0.0 0.0 -0.02
H 4.7163 -2.3612 3.1832 0.1 0.0 0.0 -0.01
C -2.0999 -3.5535 4.5849 0.0 0.0 0.0 0.76
Br -3.1051 -2.0960 5.3371 0.0 0.0 0.0 -0.04
Br -0.3943 -3.7533 5.4473 0.0 0.0 0.0 -0.01
Br -3.1052 -5.1911 4.6093 0.0 0.0 0.0 -0.04
H -1.9148 -3.3131 3.5504 0.0 0.0 0.0 -0.53
C -6.0812 8.0297 -3.3889 0.0 0.0 0.0 -0.34
Br -6.5511 6.4323 -2.4313 0.0 0.0 0.0 0.01
Br -4.9122 9.1537 -2.3570 0.0 0.0 0.0 0.00
Br -5.3309 7.6198 -5.1104 0.0 0.0 -0.1 -0.02
H -6.9916 8.5851 -3.5605 0.0 0.0 0.0 0.33
```
Positions in Å, forces in eV/Å.

---

(5)
Density functional theory data (ωB97M-V/def2-TZVPD) for a molecular structure, C12H18Br15NO4.

Summary:
Gap between HOMO and LUMO (hartree): 0.36018
HOMO (eV): -10.00
Maximum force (eV/Å): 0.7
E_tot (Ha): -39433.880230

```
50
Properties=species:S:1:pos:R:3:forces:R:3:mulliken_charge:R:1
C 2.8187 -1.9582 1.5478 -0.1 0.0 -0.2 -0.36
C 3.6463 -0.8101 1.0194 0.1 0.3 -0.1 -0.32
O 2.9550 -0.2000 -0.0817 -0.2 -0.1 -0.1 0.09
C 3.4845 0.9858 -0.5413 0.2 0.0 0.2 -0.47
O 2.7502 2.1541 -0.1512 -0.1 0.2 0.0 -0.35
C 2.6183 2.5399 1.1359 0.2 0.2 0.1 0.58
O 3.1386 3.5190 1.5864 -0.3 -0.6 -0.2 -0.55
O 1.7654 1.7447 1.8524 -0.1 0.1 0.0 -0.23
C 0.3897 2.1821 1.7237 0.2 0.3 0.3 -1.21
C -0.3351 1.5324 0.5946 0.0 0.1 -0.2 1.20
C -0.4539 0.0505 0.6241 -0.2 -0.2 -0.1 -0.87
N -0.8589 2.2813 -0.2825 0.0 0.0 -0.1 -0.60
H 2.3292 -1.6710 2.4721 -0.1 -0.2 0.1 -0.22
H 2.0649 -2.2114 0.8067 -0.1 -0.1 0.0 0.16
H 3.4217 -2.8491 1.7018 0.1 0.0 0.2 0.26
H 4.6209 -1.1514 0.6675 0.1 0.0 -0.1 0.41
H 3.8017 -0.0592 1.7971 0.1 0.0 0.1 0.35
H 3.4376 1.0075 -1.6278 -0.1 0.0 0.0 0.16
H 4.5142 1.1171 -0.1996 0.1 0.0 0.0 0.45
H -0.1023 1.9053 2.6566 0.1 0.0 0.1 0.41
H 0.3589 3.2641 1.6163 0.0 0.1 0.0 0.33
H -1.3188 -0.2211 0.0264 0.0 -0.3 -0.1 0.41
H 0.4323 -0.4086 0.1976 0.2 -0.1 0.0 -0.02
H -0.5802 -0.3248 1.6390 0.0 0.0 0.1 0.28
H -1.3871 1.7014 -0.9404 0.0 0.2 0.0 0.13
C -5.0763 1.4290 -1.0012 0.0 0.1 0.0 -0.33
Br -6.1783 0.1578 -1.9170 0.0 -0.2 0.0 0.01
Br -4.1188 0.6281 0.4614 0.0 0.0 0.0 -0.04
Br -3.8979 2.3377 -2.2233 0.0 0.0 0.0 0.04
H -5.7325 2.1771 -0.5810 0.0 0.0 0.0 0.38
C 1.0499 -0.3489 -4.3631 -0.1 0.0 0.0 -0.39
Br 0.4365 0.9190 -3.0577 0.1 0.0 0.1 0.05
Br 1.0159 0.3926 -6.1346 0.0 0.0 0.0 -0.04
Br 2.7903 -1.0427 -3.9304 0.1 0.0 0.0 -0.05
H 0.3658 -1.1840 -4.3494 0.0 0.0 0.0 0.41
C -9.4514 3.0182 -3.9622 0.0 0.0 0.0 -0.31
Br -7.5754 3.2861 -3.6600 0.1 0.1 0.0 0.02
Br -10.0691 1.3972 -3.1338 0.0 0.0 0.0 -0.02
Br -10.4851 4.5336 -3.3945 0.0 0.0 0.0 -0.01
H -9.5934 2.9100 -5.0268 0.0 0.0 0.0 0.33
C 0.7844 -1.4247 5.8080 0.0 0.0 0.0 -0.40
Br 1.1636 -0.0710 4.4999 0.0 0.1 0.0 0.05
Br -0.2224 -2.8695 5.0361 0.0 0.0 0.0 -0.03
Br 2.3947 -2.0570 6.6399 0.0 0.0 0.0 -0.02
H 0.1734 -0.9781 6.5778 0.0 0.0 0.0 0.39
C 3.7430 -5.5676 -0.4947 0.0 0.0 0.0 -0.37
Br 5.3010 -5.6791 0.6233 0.0 0.0 0.0 -0.01
Br 2.1289 -5.6654 0.5430 -0.1 0.0 0.0 -0.01
Br 3.7776 -3.9862 -1.5833 0.0 0.1 -0.1 0.03
H 3.7554 -6.4201 -1.1569 0.0 0.0 0.0 0.34
```
Positions in Å, forces in eV/Å.

---

(6)
Density functional theory data (ωB97M-V/def2-TZVPD) for a molecular structure, C12H18BrCl2CrNOS3.

Summary:
Gap between HOMO and LUMO (alpha / beta) (hartree): 0.27563 / 0.29258
Net charge: +2
HOMO (alpha / beta) (eV): -14.46 / -14.47
Maximum force (eV/Å): 0.4
⟨S²⟩: 6.02
E_tot (Ha): -6330.969200
Multiplicity: 5

```
39
Properties=species:S:1:pos:R:3:forces:R:3:lowdin_spin:R:1
Cr 0.0951 0.1832 0.1162 0.4 -0.2 0.1 3.82
O 1.1650 -5.8125 1.1229 0.0 0.1 0.0 0.01
C 1.0447 -4.5205 0.8667 0.0 -0.2 0.0 0.01
C 1.9221 -3.7996 0.0447 0.0 0.2 0.0 0.00
C 1.6909 -2.4605 -0.1398 0.0 -0.1 0.1 0.01
N 0.6636 -1.8034 0.4352 -0.2 0.2 -0.1 0.00
C -0.1847 -2.5234 1.1845 0.0 -0.2 0.0 0.01
Br -1.6682 -1.5616 1.8453 0.0 0.0 0.1 0.04
C -0.0479 -3.8628 1.4451 0.0 0.2 -0.1 0.00
H 1.9243 -6.2115 0.6788 0.1 -0.1 0.0 0.00
H 2.7612 -4.2758 -0.4434 0.0 0.0 0.0 0.00
H 2.3380 -1.8637 -0.7689 0.0 0.0 0.0 0.00
H -0.7542 -4.4046 2.0564 0.0 0.0 0.0 0.00
Cl -1.3672 2.0552 -0.5944 -0.1 -0.1 -0.2 0.02
C -1.8598 1.1228 -2.0607 0.0 0.0 0.1 0.01
Cl -1.0954 -0.4968 -2.0079 0.0 0.2 0.0 0.01
H -1.4952 1.6503 -2.9344 -0.1 0.0 0.0 0.00
H -2.9361 0.9987 -2.0215 0.0 0.0 -0.1 0.00
C 4.5417 0.2034 0.4432 0.0 -0.1 -0.1 0.00
C 4.0572 1.1923 -0.6060 0.1 0.1 0.0 0.01
S 2.2719 1.5129 -0.7893 -0.1 -0.1 -0.1 0.04
C 1.9471 2.9834 0.2060 0.0 0.2 0.0 0.00
C 1.7196 2.8196 1.7074 0.1 0.0 0.0 0.00
S 0.6795 1.4076 2.2011 -0.1 -0.1 0.0 0.00
C 1.7364 0.4042 3.2900 0.0 0.2 0.1 0.01
C 2.9024 -0.3577 2.6833 -0.2 -0.1 0.0 0.00
S 4.3163 0.6619 2.1748 0.0 0.0 0.1 0.00
H 5.6188 0.0938 0.2977 0.0 0.1 0.0 0.00
H 4.1285 -0.7926 0.2818 0.0 0.0 0.0 0.00
H 4.3768 0.8595 -1.5950 0.0 0.0 0.0 0.00
H 4.5084 2.1730 -0.4498 0.0 0.0 0.0 0.00
H 1.0826 3.4543 -0.2647 0.0 -0.1 0.0 0.00
H 2.7721 3.6803 0.0475 0.0 0.0 0.0 0.00
H 1.2279 3.7119 2.0950 0.0 0.0 0.0 0.00
H 2.6645 2.6926 2.2253 0.0 0.0 0.0 0.00
H 1.0335 -0.2847 3.7633 0.0 0.0 0.0 0.00
H 2.0593 1.0913 4.0746 0.0 0.0 0.0 0.00
H 2.5691 -0.9336 1.8242 0.0 0.0 0.0 0.00
H 3.2385 -1.0748 3.4353 0.1 0.1 0.0 0.00
```
Positions in Å, forces in eV/Å.